This record from the Open Molecules 2025 dataset describes C7H8ClNOS in the gas phase. The level of theory is ωB97M-V/def2-TZVPD.

Calculated values
Energy above the lowest of the compared OMol25 structures with the same formula, charge and spin, kJ/mol: 113.1
Molecular weight, g mol⁻¹: 189.67
LUMO energy, eV: 0.497
E_HOMO, eV: -7.92

The geometry in ORCA input format:
```
! RIJCOSX wB97M-V def2-TZVPD def2/J DEFGRID3
* xyz 0 1
C -2.6200 -0.0787 -0.5750
C -1.8445 0.9150 -1.1247
C -1.9702 -0.9628 0.2593
C -0.5761 1.1801 -0.7559
C -0.7517 -0.6241 0.8062
C 0.0087 0.4274 0.2675
C 2.5376 -0.8143 0.2255
N 1.9733 1.9849 0.0345
O -0.2291 -1.3078 1.8074
S 1.6691 0.7654 0.9330
Cl 1.8776 -1.1722 -1.3680
H -3.5430 -0.1225 -1.0229
H -2.1227 1.6181 -1.8632
H -2.5030 -1.8601 0.6004
H -0.1252 1.9998 -1.3391
H -0.6923 -1.9856 2.2641
H 3.5063 -0.5033 0.1437
H 2.4689 -1.6573 0.8012
H 2.9363 2.1981 -0.0939
*
```